Computed, not measured: a structure of composition CH4N4, with ωB97M-V/def2-TZVPD.

Computed properties:
calculated total energy = -7055.3229 eV
highest occupied orbital energy (spin up / spin down) = -7.1 / -9.8 eV
F_max = 5.47 eV/Å
spin multiplicity = 3
LUMO level (spin up / spin down) = 0.0279 / -0.0960 Ha

Element x y z (Å)
C (-1.36, 0.04, 0.43)
N (-2.50, 0.25, 0.35)
N (0.83, 1.24, -0.07)
N (0.45, -1.33, -0.09)
N (-0.06, -0.29, 0.57)
H (0.39, 1.42, -0.95)
H (0.65, 2.06, 0.45)
H (1.14, -1.96, 0.39)
H (0.46, -1.42, -1.08)